ORCA calculation (ωB97M-V/def2-TZVPD) on a structure of composition C27H44B3CaF21N8O9S3 at a distorted geometry.

Each line ends with the Mulliken charge.
Geometry (Å):
1 Ca -0.92161 0.33481 2.04358  2.432
2 C 2.81126 3.29730 2.01227  -1.242
3 C 2.63901 3.31559 0.48068  0.116
4 N 3.50178 2.34971 -0.19581  0.391
5 C 4.85310 2.11871 0.10638  -0.414
6 C 5.34712 1.35671 -0.98074  -0.635
7 N 4.27526 0.89097 -1.69402  0.294
8 C 3.12429 1.53378 -1.25257  -0.476
9 C 4.54095 0.15921 -2.88279  -0.909
10 H 2.52912 2.32933 2.42644  0.055
11 H 2.22390 4.11598 2.42805  0.452
12 H 3.82324 3.58342 2.29885  0.655
13 H 2.82724 4.30517 0.06425  0.168
14 H 1.67453 2.95557 0.12256  -0.151
15 H 5.31339 2.65456 0.92332  0.440
16 H 6.34013 1.04581 -1.27000  0.536
17 H 2.14300 1.51863 -1.70340  0.529
18 H 3.61691 0.16937 -3.46085  0.258
19 H 4.93109 -0.80709 -2.56318  0.316
20 H 5.40090 0.58808 -3.39723  0.401
21 C -4.49904 -2.26236 -1.38854  -1.307
22 C -3.46360 -3.23155 -0.65937  0.215
23 N -2.57028 -3.73455 -1.67441  0.444
24 C -2.32005 -5.07095 -2.07972  -0.451
25 C -1.31455 -5.06137 -3.08021  -0.529
26 N -0.99181 -3.77635 -3.36819  0.327
27 C -1.75323 -2.96307 -2.50118  -0.888
28 C 0.03841 -3.39257 -4.28831  -0.794
29 H -5.08841 -2.69601 -2.19643  0.369
30 H -4.08878 -1.29598 -1.68164  0.337
31 H -5.26780 -2.06105 -0.64250  0.412
32 H -4.07653 -4.05449 -0.29168  0.351
33 H -2.85689 -2.71828 0.08666  -0.207
34 H -2.85094 -5.89969 -1.63502  0.492
35 H -0.94210 -5.89233 -3.66088  0.508
36 H -1.73586 -1.88392 -2.54043  0.701
37 H 0.69793 -4.23695 -4.48873  0.353
38 H 0.57798 -2.53234 -3.89213  0.174
39 H -0.50615 -3.12732 -5.19451  0.396
40 C 1.39170 -4.92633 -0.77624  -0.622
41 C 2.86893 -4.92809 -0.27968  -0.836
42 N 3.01760 -3.96363 0.78020  0.286
43 C 2.57734 -4.08900 2.10023  -0.340
44 C 2.89858 -2.88189 2.80536  -0.546
45 N 3.56449 -2.06564 1.84673  0.254
46 C 3.59915 -2.69044 0.60890  -0.235
47 C 4.21860 -0.74909 2.07168  -0.914
48 H 1.07169 -4.03371 -1.31376  0.047
49 H 0.76473 -5.05630 0.10587  0.350
50 H 1.13366 -5.80973 -1.36029  0.456
51 H 3.58202 -4.67059 -1.06282  0.322
52 H 3.17523 -5.89604 0.11702  0.342
53 H 2.19243 -5.04987 2.40840  0.490
54 H 2.86032 -2.52692 3.82464  0.543
55 H 4.08585 -2.32709 -0.28413  0.348
56 H 5.21157 -0.75035 1.62211  0.409
57 H 4.24516 -0.52366 3.13778  0.328
58 H 3.64242 0.07366 1.64834  0.243
59 C -0.24766 0.07198 -5.64499  -0.853
60 C -0.69649 1.44347 -6.09566  -0.351
61 N -1.13503 2.27560 -4.98201  0.264
62 C -1.81971 1.91737 -3.84736  -0.591
63 C -1.96269 2.99001 -2.97550  -0.751
64 N -1.47426 4.08757 -3.60458  0.207
65 C -0.96394 3.65360 -4.81091  -0.463
66 C -1.46393 5.45240 -3.07805  -0.849
67 H -1.03945 -0.46979 -5.12763  0.269
68 H 0.56403 0.02342 -4.91910  0.143
69 H 0.13435 -0.50213 -6.48913  0.460
70 H -1.58611 1.27974 -6.70383  0.223
71 H 0.02874 2.06120 -6.62532  0.356
72 H -2.15763 0.92664 -3.58154  0.616
73 H -2.32301 2.94715 -1.95828  0.782
74 H -0.52270 4.29234 -5.56172  0.422
75 H -0.43734 5.76161 -2.88157  0.346
76 H -2.02136 5.56747 -2.14846  0.345
77 H -1.79144 6.09901 -3.89213  0.350
78 B -1.03148 -2.35433 2.75404  0.267
79 F 0.03503 -1.68401 2.19705  -0.439
80 F -2.19718 -1.62070 2.38256  -0.387
81 F -1.23969 -3.57370 2.17020  -0.450
82 F -0.89523 -2.45176 4.17463  -0.381
83 B -0.11414 0.18471 -0.49662  0.021
84 F 0.54503 -0.43512 -1.53386  -0.243
85 F 0.77414 0.37186 0.51893  0.444
86 F -0.65799 1.40757 -0.91108  -0.515
87 F -1.15614 -0.65256 -0.08455  0.065
88 B -1.10560 3.85148 2.26078  -0.259
89 F -2.20611 3.79579 3.04023  -0.193
90 F -1.33549 4.68512 1.25760  -0.267
91 F -0.17798 4.44041 3.07241  -0.371
92 F -0.69366 2.60310 1.79690  0.394
93 C -5.62313 1.26021 1.49901  0.349
94 F -5.67954 -0.06224 1.45217  -0.170
95 F -6.62116 1.76590 0.74619  -0.231
96 F -5.68389 1.78078 2.77699  -0.156
97 S -3.95869 1.76806 0.71761  1.045
98 O -3.94430 3.20465 0.95426  -0.668
99 O -2.95291 0.94996 1.39871  -0.747
100 O -4.02864 1.49625 -0.75063  -0.758
101 C 1.54022 2.29617 5.59603  0.528
102 F 2.39557 3.04279 4.82276  -0.255
103 F 2.02366 2.27363 6.86652  -0.251
104 F 0.37008 2.90284 5.56714  -0.126
105 S 1.37285 0.37102 4.87914  0.998
106 O 0.40769 -0.35571 5.74325  -0.518
107 O 0.81137 0.49343 3.49212  -0.693
108 O 2.73167 -0.17072 4.85852  -0.782
109 C -3.18348 2.04947 6.16548  0.557
110 F -4.21638 1.80048 7.01282  -0.260
111 F -3.55568 3.00807 5.37033  -0.183
112 F -2.13776 2.26623 6.89915  -0.214
113 S -2.97527 0.37985 5.14934  1.047
114 O -2.05644 0.59129 4.03617  -0.751
115 O -2.46886 -0.60273 6.10293  -0.675
116 O -4.27931 -0.01553 4.64325  -0.743

Net charge: 0
Gap between HOMO and LUMO in Ha: 0.1431
Strongest force on any atom in eV/A: 6.0
Energy above the lowest of the compared OMol25 structures with the same formula, charge and spin in kcal/mol: 35.6
HOMO energy in eV: -5.62
Multiplicity: 1


ORCA calculation (ωB97M-V/def2-TZVPD) on a cluster of 2 separate species, C5H7ClO in total at a distorted geometry.

Each line ends with the Mulliken charge.
Geometry (Å):
1 C 1.47988 -1.48022 -0.16438  -1.098
2 C 0.24839 -0.95649 0.45526  0.577
3 Cl -1.12625 -2.14156 0.35348  -0.287
4 C 0.15568 0.07323 1.27157  -0.425
5 O -0.97425 0.48585 1.81928  -0.418
6 H 1.56807 -1.42862 -1.22514  0.303
7 H 2.37469 -0.85150 0.18516  0.268
8 H 1.55972 -2.48219 0.25818  0.345
9 H 0.90279 0.82412 1.31970  0.457
10 H -1.60517 -0.15759 1.85692  0.277
11 C -1.61812 2.19773 -1.84465  -0.454
12 C -0.68490 1.82299 -1.21523  -0.431
13 H -2.20236 2.68168 -2.55913  0.408
14 H -0.07816 1.41256 -0.51101  0.479

Net charge: 0
Gap between HOMO and LUMO in Ha: 0.3597
Strongest force on any atom in eV/A: 4.0
Energy above the lowest of the compared OMol25 structures with the same formula, charge and spin in kcal/mol: 70.4
HOMO energy in eV: -9.07
Multiplicity: 1
SMILES: C/C(Cl)=C/O.C#C


ORCA calculation (ωB97M-V/def2-TZVPD) on a structure of composition C21H39N2O2P3Re at a distorted geometry.

Each line ends with the Mulliken charge.
Geometry (Å):
1 P 4.10637 -1.15412 -0.10547  0.814
2 C 4.39299 -0.91681 1.69889  -1.062
3 H 5.44522 -0.70463 1.92647  0.459
4 H 4.07223 -1.81208 2.24230  0.365
5 H 3.76805 -0.08022 2.03525  0.306
6 C 5.43698 -2.35984 -0.51929  -1.213
7 H 5.43332 -2.51344 -1.60439  0.415
8 H 5.20002 -3.32233 -0.05244  0.403
9 H 6.43204 -2.03374 -0.20079  0.440
10 C 4.85491 0.41878 -0.70466  -1.152
11 H 5.92532 0.49768 -0.46637  0.442
12 H 4.31295 1.25966 -0.25062  0.352
13 H 4.71477 0.47190 -1.79227  0.406
14 P -1.34099 3.43703 -0.70623  0.727
15 C -1.37416 3.86734 1.05801  -1.076
16 H -1.82274 4.86148 1.18412  0.462
17 H -0.35704 3.85893 1.46252  0.383
18 H -1.96089 3.12021 1.60520  0.276
19 C -0.45974 4.79956 -1.52984  -1.217
20 H -0.47649 4.63904 -2.61576  0.360
21 H 0.58858 4.80348 -1.20580  0.344
22 H -0.95906 5.73910 -1.26215  0.497
23 C -3.06607 3.66175 -1.24687  -1.210
24 H -3.34084 4.71641 -1.11026  0.477
25 H -3.71452 3.01540 -0.64363  0.335
26 H -3.17086 3.37254 -2.29973  0.345
27 P -3.29412 -2.03750 0.33311  1.000
28 C -3.76198 -2.14603 2.06725  -1.218
29 H -4.65521 -2.77335 2.19564  0.446
30 H -3.97368 -1.13466 2.45196  0.441
31 H -2.93452 -2.56035 2.66304  0.398
32 C -4.62166 -1.85922 -0.88128  -1.181
33 H -5.33432 -2.69981 -0.83496  0.436
34 H -4.18047 -1.81885 -1.89129  0.377
35 H -5.16089 -0.91368 -0.70971  0.457
36 C -2.10162 -3.28761 -0.19228  -0.963
37 H -2.60764 -4.07570 -0.77881  0.491
38 H -1.63362 -3.75863 0.68682  0.379
39 H -1.31420 -2.83526 -0.81541  0.115
40 Re -0.03793 1.00226 -1.93812  0.705
41 C 0.77841 1.29927 -0.09248  0.528
42 O 1.25805 1.48345 0.94892  -0.289
43 C -2.54193 -0.36728 0.35393  0.278
44 O -2.33925 0.73247 0.71184  -0.396
45 C -1.40615 0.59007 -3.42868  -0.773
46 C -0.90817 -0.59159 -2.83900  -0.484
47 C 0.49189 -0.77304 -2.68440  -0.382
48 C 1.38739 0.25249 -3.10752  -0.261
49 C 0.87803 1.46333 -3.65627  -1.030
50 C -0.52647 1.62352 -3.81598  -0.490
51 H -2.47123 0.74379 -3.50819  0.529
52 H -1.59105 -1.36818 -2.53692  0.778
53 H 0.89236 -1.68241 -2.25256  0.536
54 H 2.45716 0.12505 -2.97958  0.587
55 H 1.56275 2.24757 -3.94591  0.514
56 H -0.93074 2.54452 -4.20077  0.711
57 C 0.30232 -1.27885 4.96641  -0.872
58 N 0.43169 -1.47932 3.52821  0.142
59 C 1.14440 -2.48514 2.89903  -1.085
60 C 0.97083 -2.27892 1.54115  -0.628
61 N 0.14219 -1.20589 1.34916  0.230
62 C -0.15733 -0.72283 2.54570  -0.485
63 H -0.38603 -2.01323 5.40905  0.341
64 H 1.28194 -1.38713 5.44829  0.347
65 H -0.08763 -0.27172 5.15019  0.321
66 H 1.69619 -3.24255 3.42847  0.590
67 H 1.40820 -2.83923 0.72632  0.691
68 H -0.76630 0.13708 2.78940  0.487

Net charge: +4
Gap between HOMO and LUMO (spin up / spin down) in Ha: 0.1859 / 0.1821
Strongest force on any atom in eV/A: 12.4
Energy above the lowest of the compared OMol25 structures with the same formula, charge and spin in kcal/mol: 49.2
HOMO energy (spin up / spin down) in eV: -18.75 / -19.39
Multiplicity: 4


ORCA calculation (ωB97M-V/def2-TZVPD) on an isolated molecule of C2H4N2S2 at a distorted geometry.

Each line ends with the Mulliken charge.
Geometry (Å):
1 N 1.18983 1.16251 0.00032  -0.330
2 C 1.26609 -0.18337 0.01411  -0.013
3 S 2.56102 -1.17305 0.02042  -0.337
4 C -0.09039 -0.77819 -0.07729  0.160
5 N -1.12782 -0.01048 -0.05603  -0.431
6 S -2.69023 -0.79599 -0.00056  -0.128
7 H 0.28686 1.62958 -0.06130  0.277
8 H 2.04338 1.69642 -0.07578  0.206
9 H -0.08767 -1.84371 -0.15815  0.437
10 H -3.35107 0.29629 0.39427  0.159

Net charge: 0
Gap between HOMO and LUMO in Ha: 0.3064
Strongest force on any atom in eV/A: 1.7
Energy above the lowest of the compared OMol25 structures with the same formula, charge and spin in kcal/mol: 29.0
HOMO energy in eV: -8.83
Multiplicity: 1
SMILES: NC(=S)/C=N/S


ORCA calculation (ωB97M-V/def2-TZVPD) on a structure of composition C12H39AsF6N13O8Tl at a distorted geometry.

Each line ends with the Mulliken charge.
Geometry (Å):
1 Tl -0.18275 -0.50318 0.55643  1.974
2 As 4.25108 -1.13336 -0.43639  1.852
3 F 4.30152 -1.89489 1.11821  -0.422
4 F 3.98336 -2.65177 -1.24650  -0.523
5 F 4.09070 -0.32480 -1.98780  -0.494
6 F 4.43121 0.51996 0.21285  -0.535
7 F 5.98591 -1.23609 -0.69782  -0.472
8 F 2.46652 -0.96852 -0.27578  -0.405
9 C -2.56674 -3.51574 -1.01878  -0.978
10 O -2.21914 -2.14668 -1.01489  -0.095
11 C -2.69869 -1.49820 -2.19908  -0.801
12 C -2.97703 -0.02846 -1.96040  -0.485
13 N -1.72032 0.65230 -1.66473  0.315
14 C -1.93266 2.10503 -1.35944  0.405
15 C -2.24793 2.95492 -2.56627  -0.845
16 O -1.24905 2.86469 -3.53635  -0.463
17 C -1.36075 3.93075 -4.46564  -0.882
18 H -2.19772 -4.04944 -0.14715  0.122
19 H -2.26612 -4.11054 -1.88424  0.418
20 H -3.64855 -3.66917 -0.95367  0.449
21 H -3.63267 -1.87472 -2.62016  0.466
22 H -1.92062 -1.58766 -2.96145  0.413
23 H -3.73513 0.02438 -1.17972  0.054
24 H -3.37078 0.44483 -2.86377  0.407
25 H -1.29718 0.71393 -2.59029  0.392
26 H -0.96711 2.47206 -1.01117  -0.863
27 H -2.57700 2.24706 -0.49478  0.231
28 H -2.32602 3.95063 -2.11444  0.431
29 H -3.20880 2.75282 -3.05061  0.537
30 H -2.33928 4.02588 -4.93466  0.348
31 H -0.59206 3.91675 -5.23882  0.279
32 H -1.05892 4.85719 -3.96552  0.352
33 C -4.18389 0.04011 1.34654  0.456
34 O -2.96031 0.01801 1.37802  -0.519
35 N -4.91078 1.18249 1.18419  -0.325
36 N -4.99003 -1.00755 1.50485  -0.383
37 H -4.49108 2.09417 1.23594  0.202
38 H -5.88331 1.18155 0.93126  0.167
39 H -4.65126 -1.90675 1.80304  0.211
40 H -5.98491 -0.90362 1.41541  0.155
41 C 1.95543 2.35595 -1.55893  0.090
42 O 1.23630 1.43445 -1.11071  -0.169
43 N 3.21878 2.62054 -1.16551  -0.269
44 N 1.44454 3.22178 -2.42047  -0.214
45 H 3.72559 1.96237 -0.58676  0.261
46 H 3.77154 3.19050 -1.78457  0.210
47 H 0.48734 3.10619 -2.72297  0.191
48 H 2.06852 3.83996 -2.91167  0.219
49 C 0.77074 -4.45826 -0.08506  0.435
50 O 0.18701 -3.43091 0.24272  -0.471
51 N 0.15405 -5.63802 -0.24249  -0.421
52 N 2.07485 -4.60042 -0.40158  -0.325
53 H -0.80660 -5.66595 0.05968  0.220
54 H 0.65037 -6.51071 -0.26605  0.199
55 H 2.71176 -3.83152 -0.23484  0.169
56 H 2.47717 -5.30571 -0.99343  0.192
57 C 2.93521 0.65881 2.79301  0.320
58 O 1.89972 0.78237 2.12133  -0.155
59 N 3.35572 -0.44851 3.42621  -0.312
60 N 3.66092 1.73972 3.11499  -0.308
61 H 4.32992 -0.46359 3.67827  0.234
62 H 2.92169 -1.33904 3.25104  -0.065
63 H 3.58551 2.58696 2.58194  0.240
64 H 4.38861 1.56588 3.78591  0.174
65 C 1.33456 -3.09045 3.26253  0.725
66 O 1.32255 -2.17873 2.39162  -0.408
67 N 1.74871 -4.34317 3.06103  -0.375
68 N 0.85885 -2.86875 4.47931  -0.439
69 H 2.12854 -4.60651 2.16520  0.181
70 H 1.80500 -4.94024 3.86749  0.206
71 H 0.75449 -3.56070 5.20373  0.149
72 H 0.57011 -1.95877 4.80000  0.215
73 C -0.29836 3.50030 1.28740  0.537
74 O -0.61590 2.29222 1.27590  -0.320
75 N -1.04875 4.52689 1.61267  -0.397
76 N 0.95142 3.88075 0.98783  -0.256
77 H -2.05375 4.53979 1.67957  0.236
78 H -0.65749 5.44650 1.50950  0.154
79 H 1.14075 4.83732 0.74886  0.196
80 H 1.69290 3.21235 0.85087  0.003

Net charge: +2
Gap between HOMO and LUMO in Ha: 0.1502
Strongest force on any atom in eV/A: 3.0
HOMO energy in eV: -14.72
Multiplicity: 1


Question: Among the records above, which one has the highest strongest force on any atom?
Answer: C21H39N2O2P3Re


Question: Among the records above, which one has the highest strongest force on any atom?
Answer: C21H39N2O2P3Re


Question: Which value of strongest force on any atom does entry 1 give?
Answer: 6.0 eV/A